(1)
C8H16N2O4S | the ωB97M-V functional and the def2-TZVPD basis

Structure (XYZ):
```
31
Properties=species:S:1:pos:R:3:forces:R:3:nbo_charge:R:1
C 3.111 -1.474 1.096 1.49 2.21 -1.28 -0.797
S 1.514 -1.958 0.577 -1.08 0.34 -1.65 0.213
C 1.648 -0.951 -0.980 -4.22 0.17 -1.28 -0.549
C 1.791 0.553 -0.872 2.58 0.40 -2.33 -0.404
C 0.819 1.191 0.006 -1.03 2.75 1.47 -0.216
N -0.637 1.028 0.000 -1.31 -5.72 -1.65 -0.740
C -1.277 0.444 1.137 -0.27 0.14 -0.03 0.678
O -1.035 0.409 2.313 1.48 1.10 0.00 -0.552
C -2.461 -0.349 0.693 -3.44 -0.75 2.36 -0.169
N -3.686 0.410 0.207 -1.59 0.82 2.64 -0.884
C -2.126 -1.484 -0.285 -1.03 0.12 1.79 -0.103
O -1.518 -1.076 -1.461 1.31 -2.73 -3.47 -0.735
C 0.969 2.750 0.121 4.05 -0.01 0.28 0.794
O 2.033 3.371 0.413 -4.04 -2.13 -0.79 -0.603
O -0.152 3.286 -0.279 -0.93 1.42 -1.41 -0.670
H 3.472 -2.032 1.973 0.20 -0.34 -0.91 0.248
H 3.651 -1.609 -0.092 -0.31 0.71 4.42 0.238
H 3.023 -0.363 1.555 0.75 -2.22 -1.55 0.225
H 0.666 -1.127 -1.633 2.19 0.04 1.61 0.219
H 2.444 -1.082 -1.651 1.48 -1.84 -0.56 0.220
H 1.907 0.977 -1.968 -0.11 -0.72 2.07 0.215
H 2.796 0.671 -0.260 -1.65 0.47 -1.82 0.245
H 1.245 0.623 0.764 -0.36 0.08 3.38 0.239
H -0.983 0.132 -0.657 2.14 3.52 0.55 0.445
H -2.765 -0.898 1.769 0.51 1.25 -3.17 0.247
H -4.456 0.885 1.050 3.83 -1.72 -3.49 0.404
H -3.439 1.055 -0.556 -0.44 -0.06 0.91 0.372
H -3.077 -1.895 -0.496 -0.94 -0.89 -0.19 0.200
H -1.514 -2.137 0.301 0.61 -0.86 0.08 0.185
H -1.214 -1.935 -2.038 -1.18 3.20 2.23 0.514
H -0.748 2.583 -0.749 1.30 1.21 1.78 0.525
```
Positions in Å, forces in eV/Å.

Values from the calculation:
structure (SMILES) = CSCC[C@H](NC(=O)[C@@H](N)CO)C(=O)O
lowest unoccupied orbital energy = -0.1 eV

=====

(2)
CH2ClFP2 | the ωB97M-V functional and the def2-TZVPD basis

Structure (XYZ):
```
7
Properties=species:S:1:pos:R:3:forces:R:3:nbo_charge:R:1
F 2.164 -0.740 0.544 -1.22 0.05 -1.59 -0.591
P 1.015 -0.589 -0.715 0.85 0.32 2.62 0.929
P 0.238 1.438 -0.208 0.67 -0.45 0.80 0.302
C -0.432 -0.170 0.383 -1.18 -1.29 2.40 -0.858
Cl -2.071 -0.714 -0.152 0.43 0.23 -0.31 -0.048
H -0.399 1.224 -1.398 -0.72 0.24 -1.15 -0.031
H -0.515 -0.448 1.546 1.17 0.91 -2.77 0.296
```
Positions in Å, forces in eV/Å.

Values from the calculation:
structure (SMILES) = FP1#[PH][C@H]1Cl
lowest unoccupied orbital energy = 0.2 eV

=====

(3)
C3H6EuLiO5 | the ωB97M-V functional and the def2-TZVPD basis

Structure (XYZ):
```
16
Properties=species:S:1:pos:R:3:forces:R:3:lowdin_spin:R:1
H 1.589 -1.946 -0.898 0.12 0.22 0.31 0.000
C 1.661 -1.293 -0.003 -0.59 -0.65 -0.05 0.002
C 0.544 -0.260 -0.071 -0.76 0.15 0.07 0.018
O -0.765 -0.750 -0.059 0.49 0.66 -1.27 0.003
Eu 3.623 1.510 0.051 -0.60 -2.17 0.02 5.766
O 2.881 -0.639 0.072 0.86 2.16 -0.02 0.024
H 1.476 -1.945 0.877 0.18 0.22 -0.27 0.000
H 0.721 0.342 -0.987 0.07 0.08 0.02 0.011
H 0.669 0.392 0.819 0.28 0.22 0.00 0.009
C -1.850 0.512 0.025 -0.37 -0.50 0.79 0.001
O -1.441 1.665 -0.380 1.05 -0.41 -0.39 0.007
O -3.001 0.019 -0.600 0.82 -0.15 0.11 0.000
H -2.832 0.025 -1.548 -0.01 0.13 -0.05 0.000
Li 0.155 2.496 -0.237 -0.84 -0.52 0.01 0.157
O -2.022 0.391 1.390 1.97 -2.83 1.26 0.001
H -1.408 -0.520 1.549 -2.67 3.38 -0.55 0.000
```
Positions in Å, forces in eV/Å.

Values from the calculation:
expectation value of S² = 12.021
spin multiplicity = 7
lowest unoccupied orbital energy (spin up / spin down) = -1.0 / -1.7 eV

=====

(4)
C7H29NO7 | the ωB97M-V functional and the def2-TZVPD basis

Structure (XYZ):
```
44
Properties=species:S:1:pos:R:3:forces:R:3:nbo_charge:R:1
C 2.010 -2.893 1.796 0.44 -1.09 -1.09 -0.432
C 1.480 -2.773 0.547 0.92 0.27 2.28 -0.162
C 0.935 -1.590 -0.173 0.00 0.85 1.49 -0.447
C 0.804 -0.221 0.572 -1.26 -2.31 1.83 -0.254
N -0.647 -0.059 0.447 -1.70 1.70 0.61 -0.703
C -1.183 0.871 1.520 1.06 1.47 -0.68 -0.215
C -2.221 1.866 1.033 -1.94 1.39 -0.24 -0.422
C -1.771 2.656 -0.222 -1.41 0.60 0.19 -0.624
H 2.302 -2.009 2.377 -0.49 -0.41 -0.05 0.199
H 2.349 -3.920 2.221 -0.70 1.96 -0.94 0.211
H 1.356 -3.608 -0.090 -0.02 -1.30 -0.13 0.192
H -0.102 -1.926 -0.466 1.45 0.65 -0.50 0.211
H 1.583 -1.320 -0.946 0.64 -0.54 -2.23 0.219
H 0.950 -0.466 1.680 0.08 0.63 -1.30 0.190
H 1.438 0.661 0.314 -0.51 -0.88 -0.21 0.225
H -0.931 0.169 -0.560 0.59 0.16 2.23 0.386
H -1.636 0.466 2.437 0.41 -1.10 -0.48 0.194
H -0.278 1.466 1.920 -1.28 -0.62 -0.64 0.174
H -3.246 1.449 0.789 1.26 -0.32 0.20 0.208
H -2.517 2.533 1.882 0.70 -0.27 -0.47 0.210
H -2.051 2.033 -1.077 0.46 0.43 -0.22 0.207
H -2.117 3.720 -0.404 -0.53 -1.36 0.54 0.218
H -0.741 2.840 -0.146 1.82 -0.30 -0.26 0.205
O 2.741 2.329 0.070 -0.83 -0.28 3.34 -0.937
H 2.699 2.554 -0.806 -0.72 0.91 -3.73 0.481
H 3.651 2.125 0.129 1.67 -0.43 0.54 0.468
O -2.487 -2.422 0.783 -1.62 -0.75 2.05 -0.962
H -2.806 -2.261 1.730 1.22 -0.16 -2.03 0.499
H -1.657 -1.979 0.606 0.76 0.87 0.73 0.510
O -3.650 -1.061 -1.017 1.83 2.80 1.87 -0.986
H -3.279 -1.523 -0.222 -0.61 -0.35 -0.40 0.497
H -4.100 -1.632 -1.560 -1.67 -2.27 -1.71 0.470
O 2.985 1.351 3.419 -2.17 1.12 0.20 -0.938
H 3.666 0.977 2.906 1.32 -0.72 -1.00 0.462
H 2.341 1.711 2.761 0.83 -0.40 0.72 0.478
O 3.374 0.673 -2.091 0.52 0.24 -0.88 -0.974
H 2.901 0.325 -1.335 -0.50 -0.14 -0.19 0.473
H 2.847 0.551 -2.905 -0.09 -0.09 0.95 0.501
O -1.551 -0.874 -2.659 -0.14 2.06 1.08 -0.986
H -2.106 -0.954 -1.854 -0.53 -0.26 -0.56 0.511
H -1.462 -1.676 -3.107 0.07 -2.08 -0.79 0.482
O 0.434 0.652 -3.261 0.19 -0.81 1.48 -0.991
H 0.081 1.019 -4.032 -0.21 1.43 -2.21 0.456
H -0.387 0.167 -3.009 0.66 -0.28 0.62 0.492
```
Positions in Å, forces in eV/Å.

Values from the calculation:
structure (SMILES) = C=CCCNCCC.O.O.O.O.O.O.O
lowest unoccupied orbital energy = 0.4 eV

=====

(5)
C35H42Cl5N2O4PSi2SnTe | the ωB97M-V functional and the def2-TZVPD basis

Structure (XYZ):
```
93
Properties=species:S:1:pos:R:3:forces:R:3:mulliken_charge:R:1
Sn -0.354 -0.943 0.551 -0.18 0.07 0.52 0.896
O -3.403 -0.179 3.098 0.10 0.05 -0.10 -0.780
C -3.113 0.310 2.015 -0.02 -0.01 0.16 -0.042
O -2.696 -0.334 0.978 -0.05 -0.03 -0.11 -0.137
C -3.309 1.803 1.801 -0.09 -0.05 0.11 0.474
C -4.302 2.409 2.570 -0.01 -0.05 0.00 -0.931
C -4.670 3.724 2.358 -0.02 -0.02 0.02 -0.769
C -4.047 4.460 1.359 0.02 -0.01 -0.03 -0.777
C -3.036 3.878 0.614 -0.02 0.01 -0.01 -0.365
C -2.636 2.557 0.839 0.01 0.18 -0.09 0.451
P -1.224 1.924 -0.139 0.09 -0.19 -0.10 2.340
C -1.956 1.953 -1.817 0.00 0.00 -0.04 0.590
C -3.111 1.181 -1.973 -0.03 -0.01 -0.01 -0.486
C -3.713 1.053 -3.213 0.00 0.02 0.01 -0.489
C -3.168 1.686 -4.323 0.01 0.00 0.00 -0.809
C -2.028 2.459 -4.175 -0.02 0.01 -0.02 -0.648
C -1.425 2.596 -2.930 -0.03 0.02 0.03 -0.467
C 0.020 3.257 -0.058 0.06 0.03 0.06 0.995
C 1.138 3.176 -0.893 -0.01 0.00 -0.02 -0.611
C 2.194 4.062 -0.765 -0.01 0.01 -0.01 -1.064
C 2.169 5.037 0.223 0.03 -0.01 -0.01 -0.670
C 1.087 5.103 1.086 -0.01 0.01 0.02 -0.827
C 0.026 4.218 0.952 -0.03 0.03 -0.01 -0.678
H -4.786 1.802 3.324 -0.01 0.02 0.00 0.500
H -5.454 4.170 2.958 0.01 0.01 -0.01 0.417
H -4.339 5.484 1.164 0.00 -0.01 0.00 0.437
H -2.538 4.460 -0.152 0.00 0.00 0.00 0.533
H -3.535 0.682 -1.108 0.01 0.03 -0.01 0.110
H -4.617 0.463 -3.312 0.00 0.00 0.00 0.455
H -3.640 1.589 -5.293 0.01 0.00 0.00 0.394
H -1.605 2.972 -5.030 0.00 0.00 0.00 0.446
H -0.555 3.229 -2.840 0.07 0.00 0.04 0.440
H 1.205 2.401 -1.646 -0.04 0.02 -0.02 0.163
H 3.043 3.979 -1.432 0.00 0.01 0.00 0.499
H 2.995 5.729 0.328 0.00 0.00 0.00 0.408
H 1.064 5.845 1.875 0.00 0.00 -0.01 0.404
H -0.802 4.285 1.645 0.02 -0.01 0.01 0.362
Cl 5.282 -3.342 -3.917 0.02 -0.01 -0.01 -0.203
C 4.018 -3.102 -2.773 -0.02 0.03 0.00 0.335
C 3.343 -1.889 -2.716 -0.02 -0.06 0.04 -0.015
Cl 3.764 -0.613 -3.792 0.00 0.03 -0.02 -0.195
C 2.324 -1.707 -1.788 -0.01 0.10 -0.12 0.123
Cl 1.480 -0.189 -1.721 0.09 -0.08 0.04 0.120
C 1.934 -2.705 -0.880 -0.07 -0.07 0.09 -0.306
O 1.000 -2.536 0.003 0.09 -0.01 -0.23 -0.759
C 2.638 -3.928 -0.965 0.00 0.04 -0.03 0.203
Cl 2.183 -5.171 0.130 -0.01 -0.02 0.01 -0.187
C 3.654 -4.120 -1.888 0.00 -0.01 0.00 0.108
Cl 4.479 -5.629 -1.949 0.00 0.00 0.00 -0.189
C -1.522 -1.923 -3.930 -0.03 0.00 -0.01 -0.733
N -2.589 -2.205 -2.982 -0.02 -0.11 0.04 -0.132
C -2.445 -1.929 -1.679 0.22 0.11 0.04 0.298
N -3.437 -2.180 -0.812 -0.07 -0.04 -0.12 -0.406
O -1.339 -1.445 -1.307 -0.17 -0.04 -0.16 -0.150
H -1.853 -2.238 -4.916 0.00 0.00 0.00 0.365
H -0.615 -2.467 -3.666 0.01 0.01 0.01 0.214
H -1.304 -0.855 -3.951 0.01 0.00 0.01 0.137
H -3.448 -2.610 -3.306 -0.01 0.03 -0.02 0.207
H -4.340 -2.448 -1.162 -0.01 -0.02 0.00 0.231
H -3.391 -1.640 0.061 0.03 -0.07 0.05 0.168
C 5.631 0.560 3.478 -0.01 0.05 0.01 -1.009
Si 5.017 2.030 2.494 0.03 -0.01 -0.09 0.103
C 6.041 3.547 2.904 -0.02 -0.03 0.01 -1.081
C 5.114 1.668 0.654 0.03 -0.01 0.04 -0.591
C 3.224 2.391 2.922 -0.03 0.02 -0.01 -0.239
Te 1.948 0.771 2.358 0.14 -0.05 0.09 0.072
C 0.198 1.481 3.374 -0.03 0.11 -0.08 0.767
Si -0.155 0.625 5.012 -0.05 -0.04 0.04 0.379
C -1.692 1.397 5.756 0.06 0.00 -0.02 -0.905
C 1.324 0.895 6.137 -0.01 -0.05 -0.02 -1.113
C -0.442 -1.197 4.702 0.06 0.04 0.05 -0.798
H 6.691 0.381 3.281 -0.01 -0.01 0.00 0.332
H 5.083 -0.351 3.230 -0.01 0.01 -0.01 0.323
H 5.517 0.732 4.552 0.00 0.00 -0.01 0.310
H 7.099 3.379 2.690 -0.01 -0.01 -0.01 0.316
H 5.954 3.801 3.964 0.00 0.00 -0.01 0.320
H 5.717 4.415 2.325 -0.01 -0.01 0.00 0.316
H 6.138 1.440 0.347 0.00 0.02 0.01 0.424
H 4.769 2.525 0.070 0.00 0.00 0.02 0.113
H 4.491 0.812 0.377 0.00 0.00 0.01 0.076
H 2.876 3.277 2.390 -0.01 0.04 0.03 -0.194
H 3.095 2.545 3.996 0.01 -0.02 0.00 0.476
H -0.642 1.369 2.683 -0.02 -0.02 0.02 -1.385
H 0.361 2.556 3.491 -0.01 0.00 0.01 0.418
H -1.552 2.465 5.945 -0.01 -0.01 -0.01 0.303
H -1.954 0.922 6.705 0.02 0.00 0.00 0.375
H -2.535 1.266 5.074 0.00 0.00 0.00 0.166
H 1.487 1.957 6.337 -0.01 0.00 -0.01 0.300
H 2.234 0.487 5.689 -0.01 0.01 -0.01 0.239
H 1.179 0.395 7.097 -0.01 0.01 0.00 0.329
H -1.375 -1.349 4.154 0.00 0.03 -0.01 0.222
H -0.516 -1.734 5.652 -0.02 -0.01 -0.02 0.415
H 0.380 -1.643 4.136 0.00 0.00 0.00 0.222
```
Positions in Å, forces in eV/Å.

Values from the calculation:
lowest unoccupied orbital energy = 0.1 eV

=====

(6)
C17H23AsN2SSe4TeW | the ωB97M-V functional and the def2-TZVPD basis

Structure (XYZ):
```
50
Properties=species:S:1:pos:R:3:forces:R:3:nbo_charge:R:1
W -1.308 1.372 0.638 0.72 -0.35 -0.72 0.183
C -1.557 3.664 1.447 -0.34 0.04 0.04 -0.171
C -2.445 2.841 2.133 0.16 0.04 0.03 -0.224
C -3.410 2.072 1.403 -0.01 -0.16 0.08 -0.250
C -3.525 2.172 0.006 0.09 0.52 -0.04 -0.179
C -2.559 2.913 -0.683 -0.30 -0.12 0.00 -0.216
C -1.557 3.622 0.040 0.10 0.12 0.03 -0.221
H -0.824 4.252 1.985 0.00 -0.08 -0.02 0.284
H -2.417 2.779 3.213 0.02 -0.03 -0.07 0.291
H -4.094 1.443 1.957 0.08 0.00 -0.06 0.290
H -4.290 1.639 -0.542 0.05 -0.07 0.10 0.286
H -2.572 2.960 -1.763 0.01 -0.03 0.06 0.288
H -0.824 4.181 -0.521 0.02 -0.07 0.07 0.270
Se 1.069 1.576 1.216 -0.23 0.25 -0.19 0.027
Se 1.177 2.038 3.494 -0.07 0.09 0.27 -0.099
Te 0.190 -0.114 4.255 0.03 -0.07 0.17 0.325
Se -1.661 -0.236 2.524 0.16 -0.01 -0.17 -0.163
C 1.162 -2.006 -0.433 0.04 0.09 0.07 -0.422
N 0.029 -2.664 0.189 -0.28 -0.12 0.07 -0.324
C -1.244 -2.261 0.180 -0.07 -0.03 0.14 0.311
Se -1.891 -0.732 -0.718 -0.33 0.27 -0.04 0.162
N -1.993 -3.167 0.820 0.10 0.13 -0.28 -0.511
C -1.186 -4.196 1.282 0.11 -0.10 0.09 0.171
C -1.464 -5.352 2.005 0.03 0.06 -0.06 -0.229
C -0.384 -6.156 2.301 0.03 -0.03 0.01 -0.172
C 0.921 -5.829 1.898 0.01 0.00 0.00 -0.176
C 1.198 -4.683 1.183 -0.14 0.01 0.01 -0.209
C 0.108 -3.872 0.883 0.00 -0.07 0.10 0.087
H 0.793 -1.200 -1.065 0.06 -0.02 0.01 0.240
H 1.703 -2.737 -1.033 0.01 0.03 -0.01 0.234
H 1.812 -1.602 0.343 0.02 0.00 -0.05 0.229
H -2.993 -3.085 0.911 0.00 -0.02 0.07 0.452
H -2.466 -5.610 2.314 -0.02 0.00 0.01 0.244
H -0.543 -7.068 2.859 -0.02 -0.02 0.01 0.244
H 1.730 -6.498 2.157 0.01 -0.01 0.01 0.243
H 2.203 -4.436 0.877 0.04 0.02 -0.02 0.238
C 2.233 1.231 -3.998 -0.04 0.06 -0.03 -0.951
As 1.902 2.280 -2.425 0.03 0.18 -0.02 1.492
C 1.882 4.133 -2.932 -0.06 0.00 0.01 -0.963
C 3.446 2.058 -1.301 -0.04 -0.03 0.13 -0.956
S -0.089 1.671 -1.837 -0.03 -0.48 0.29 -0.518
H 3.046 1.680 -4.567 0.00 -0.01 0.02 0.264
H 1.325 1.204 -4.598 0.03 0.01 0.00 0.269
H 2.504 0.221 -3.697 -0.02 0.01 0.01 0.257
H 2.787 4.368 -3.492 0.02 -0.02 0.00 0.265
H 1.840 4.749 -2.035 -0.01 -0.01 -0.01 0.255
H 1.005 4.313 -3.550 0.02 0.01 0.00 0.264
H 4.253 2.621 -1.769 0.01 -0.02 -0.07 0.266
H 3.717 1.006 -1.250 -0.03 -0.02 0.03 0.258
H 3.261 2.446 -0.304 0.03 0.02 -0.06 0.267
```
Positions in Å, forces in eV/Å.

Values from the calculation:
net charge = +2
lowest unoccupied orbital energy (spin up / spin down) = -7.4 / -7.4 eV

=====

| no. | electronic energy (eV) |
| --- | --- |
| 1 | -30555.2702 |
| 2 | -34886.2661 |
| 3 | -32974.8777 |
| 4 | -23549.5781 |
| 5 | -148932.8116 |
| 6 | -363148.5824 |